(1)
Computed, not measured: a molecular structure, C41H70Br2ClN3O12P in a non-equilibrium geometry, with wB97M-V/def2-TZVPD.

XYZ file:
```
130
Properties=species:S:1:pos:R:3
C 3.35 -3.03 -1.19
C 2.98 -2.64 -2.63
C 1.63 -1.90 -2.72
C 1.78 -0.39 -2.83
C 0.44 0.33 -2.99
C -0.34 0.38 -1.67
C -0.06 1.69 -0.93
C -0.62 1.76 0.48
C 0.44 1.25 1.49
O 1.25 0.17 1.05
O 2.61 0.64 0.97
N -0.78 3.18 1.03
C 0.22 4.20 0.70
Cl -0.41 5.06 -0.76
C 0.61 5.26 1.73
C 1.77 4.84 2.65
C -1.39 2.97 2.18
N -1.11 3.58 3.34
N -2.33 1.94 2.12
C -3.64 2.63 2.28
C -2.07 1.19 0.81
C -3.21 1.42 -0.18
Br -2.98 2.77 -1.49
C -4.41 0.84 -0.14
C -4.91 -0.18 0.85
Br -5.77 1.27 -1.37
P -1.64 -0.69 1.19
C -2.44 -1.72 -0.10
C -2.39 -1.11 2.84
C -3.13 -2.44 2.88
H 2.51 -3.52 -0.69
H 3.62 -2.15 -0.60
H 4.20 -3.71 -1.17
H 3.78 -2.02 -3.04
H 2.95 -3.55 -3.23
H 1.07 -2.27 -3.59
H 1.05 -2.17 -1.83
H 2.28 -0.01 -1.92
H 2.43 -0.17 -3.68
H 0.58 1.33 -3.40
H -0.16 -0.23 -3.71
H -0.07 -0.47 -1.05
H -1.41 0.31 -1.87
H -0.40 2.51 -1.55
H 1.03 1.82 -0.86
H -0.01 0.96 2.45
H 1.13 2.07 1.69
H 2.81 0.50 0.03
H 1.12 3.70 0.35
H -0.26 5.57 2.31
H 0.90 6.13 1.15
H 1.44 4.60 3.66
H 2.32 3.98 2.26
H 2.48 5.66 2.73
H -0.15 3.52 3.68
H -1.82 3.98 3.93
H -3.83 3.37 1.50
H -3.64 3.14 3.25
H -4.46 1.93 2.31
H -4.76 -1.19 0.50
H -4.47 -0.05 1.84
H -5.99 -0.05 0.97
H -1.67 -2.37 -0.50
H -3.23 -2.35 0.29
H -2.86 -1.11 -0.91
H -1.50 -1.18 3.48
H -2.98 -0.29 3.25
H -4.17 -2.32 2.60
H -2.65 -3.19 2.26
H -3.15 -2.80 3.91
O -1.36 -5.98 1.62
C -0.73 -5.63 2.57
O -0.66 -4.33 2.94
C 0.24 -4.17 4.06
C 0.30 -5.54 4.72
C 0.10 -6.47 3.52
H 1.20 -3.84 3.67
H -0.16 -3.39 4.71
H 1.22 -5.70 5.27
H -0.53 -5.65 5.41
H 1.04 -6.71 3.02
H -0.42 -7.40 3.76
O 1.19 2.24 4.38
C 1.52 2.68 5.45
O 1.31 3.97 5.76
C 1.89 4.27 7.06
C 1.99 2.93 7.76
C 2.22 1.97 6.58
H 2.86 4.74 6.88
H 1.24 4.99 7.56
H 2.77 2.90 8.51
H 1.04 2.69 8.25
H 3.27 1.88 6.32
H 1.79 0.98 6.73
O 4.84 -0.34 -4.36
C 5.22 -1.09 -5.22
O 4.35 -1.78 -5.98
C 5.07 -2.68 -6.86
C 6.46 -2.09 -6.98
C 6.64 -1.43 -5.61
H 5.07 -3.67 -6.40
H 4.53 -2.74 -7.80
H 7.22 -2.83 -7.23
H 6.47 -1.33 -7.76
H 7.05 -2.12 -4.87
H 7.25 -0.53 -5.63
O -8.23 -0.92 6.06
C -8.30 -0.86 4.88
O -8.35 -1.97 4.10
C -8.32 -1.62 2.71
C -8.82 -0.18 2.65
C -8.33 0.37 3.99
H -7.29 -1.72 2.35
H -8.95 -2.32 2.16
H -8.45 0.37 1.78
H -9.91 -0.16 2.62
H -7.31 0.76 3.93
H -8.97 1.13 4.42
O 4.95 -1.89 -10.27
C 4.68 -0.74 -10.10
O 5.57 0.14 -9.58
C 4.95 1.41 -9.36
C 3.75 1.44 -10.30
C 3.36 -0.04 -10.34
H 4.66 1.47 -8.31
H 5.69 2.19 -9.57
H 2.96 2.10 -9.95
H 4.06 1.77 -11.29
H 2.68 -0.31 -9.53
H 2.93 -0.36 -11.28
```

Results
HOMO energy	-10.4	eV
F_max	1.41	eV/A
relative energy (zero: lowest compared OMol25 entry of this formula, charge and spin)	0.000	eV
E_LUMO	-2.56	eV
frontier orbital gap	7.858	eV
E	-8620.6665	hartree
net charge	+1

***

(2)
Computed, not measured: 6 unconnected molecules or ions with the total composition C41H73O20P in a non-equilibrium geometry, with wB97M-V/def2-TZVPD.

XYZ file:
```
135
Properties=species:S:1:pos:R:3
C -1.37 -0.02 6.92
C -0.35 0.40 5.88
C 0.96 1.35 6.17
O 2.22 0.82 5.58
C 2.29 1.31 4.19
C 3.08 0.32 3.15
C 3.47 -1.15 3.76
C 2.19 -2.08 4.19
P 1.56 -3.27 2.84
O 2.73 -3.90 1.98
O 0.35 -2.41 1.92
C -0.97 -2.43 2.61
C -1.85 -1.05 2.32
O 0.70 -4.61 3.63
C 0.40 -5.58 2.56
C -1.04 -6.36 2.73
O 4.34 0.99 2.80
C 4.46 1.26 1.36
C 4.45 -0.10 0.41
C 5.08 0.11 -1.09
C 4.06 -0.56 -2.20
C 3.70 -2.14 -1.93
C 2.12 -2.53 -2.27
C 1.03 -1.74 -1.31
C 0.36 -0.41 -1.99
C 0.46 0.90 -0.95
C -0.66 2.05 -1.29
C -2.03 1.96 -0.37
C -3.38 2.19 -1.31
C -4.75 2.49 -0.42
C -6.02 1.52 -0.81
C -6.08 0.14 0.11
H -1.71 -1.16 7.03
H -1.92 0.74 7.64
H -0.55 -0.03 4.79
H 0.71 2.44 5.76
H 1.06 1.42 7.35
H 2.83 2.37 4.20
H 1.21 1.50 3.77
H 2.35 0.14 2.24
H 4.05 -1.74 2.90
H 4.28 -1.00 4.62
H 1.30 -1.43 4.58
H 2.55 -2.75 5.12
H -0.86 -2.50 3.78
H -1.63 -3.33 2.26
H -2.30 -1.02 1.23
H -2.77 -1.11 3.08
H -1.22 -0.08 2.58
H 1.31 -6.32 2.50
H 0.36 -5.03 1.51
H -0.94 -7.40 2.15
H -1.38 -6.54 3.84
H -1.85 -5.74 2.14
H 3.69 2.09 0.99
H 5.53 1.75 1.19
H 4.89 -1.05 0.97
H 3.29 -0.36 0.25
H 6.10 -0.46 -1.16
H 5.21 1.23 -1.40
H 4.65 -0.53 -3.23
H 3.08 0.08 -2.37
H 4.36 -2.79 -2.68
H 3.95 -2.53 -0.86
H 2.01 -3.69 -1.99
H 1.90 -2.43 -3.41
H 1.49 -1.49 -0.27
H 0.15 -2.51 -1.11
H -0.78 -0.62 -2.12
H 0.81 -0.14 -3.05
H 1.55 1.35 -1.01
H 0.28 0.56 0.17
H -0.98 1.92 -2.42
H -0.23 3.15 -1.14
H -2.06 2.79 0.48
H -2.08 0.92 0.19
H -3.13 3.11 -2.00
H -3.52 1.27 -2.03
H -5.07 3.61 -0.59
H -4.42 2.33 0.71
H -7.00 2.13 -0.54
H -6.08 1.27 -1.97
H -7.17 -0.06 0.53
H -5.71 -0.73 -0.58
H -5.37 0.26 1.06
O -6.21 2.74 2.11
C -7.39 2.65 2.44
O -7.82 2.47 3.72
C -9.22 2.65 3.71
C -9.60 2.37 2.29
O -8.44 2.74 1.57
H -9.71 1.97 4.41
H -9.45 3.68 4.01
H -9.80 1.31 2.11
H -10.46 2.96 1.96
O 3.25 -4.05 -4.45
C 3.71 -5.16 -4.25
O 4.94 -5.41 -3.71
C 4.99 -6.79 -3.42
C 3.99 -7.37 -4.36
O 3.05 -6.33 -4.53
H 6.00 -7.18 -3.60
H 4.73 -6.95 -2.37
H 4.41 -7.62 -5.34
H 3.50 -8.26 -3.95
O 3.49 2.74 -1.95
C 4.07 2.82 -3.02
O 5.33 2.34 -3.25
C 5.55 2.42 -4.65
C 4.60 3.49 -5.08
O 3.55 3.40 -4.14
H 6.59 2.67 -4.86
H 5.32 1.45 -5.10
H 5.05 4.49 -5.02
H 4.23 3.33 -6.10
O -9.87 -0.04 -0.13
C -9.65 -0.11 -1.33
O -9.34 0.96 -2.12
C -8.94 0.44 -3.37
C -9.60 -0.91 -3.41
O -9.68 -1.27 -2.05
H -9.27 1.09 -4.19
H -7.85 0.37 -3.39
H -10.61 -0.86 -3.83
H -9.01 -1.64 -3.98
O 6.67 6.98 -4.84
C 6.63 6.68 -3.66
O 6.13 5.50 -3.18
C 6.46 5.44 -1.81
C 6.65 6.87 -1.43
O 7.07 7.47 -2.64
H 5.67 4.96 -1.24
H 7.38 4.85 -1.70
H 5.71 7.34 -1.11
H 7.40 7.00 -0.65
```

Results
SMILES	C=CCOC[C@H](CCP(=O)(OCC)OCC)OCCCCCCCCCCCCCCC.O=C1OCCO1.O=C1OCCO1.O=C1OCCO1.O=C1OCCO1.O=C1OCCO1
HOMO energy	-8.5	eV
F_max	5.42	eV/A
E_LUMO	0.25	eV
frontier orbital gap	8.729	eV
E	-3451.7323	hartree

***

(3)
Computed, not measured: 16 unconnected molecules or ions with the total composition C41H76Cl31F5NO in a non-equilibrium geometry, with wB97M-V/def2-TZVPD.

XYZ file:
```
155
Properties=species:S:1:pos:R:3
C -1.54 3.87 -1.94
C -0.80 2.81 -0.99
C 0.15 2.02 -1.95
C -0.09 3.69 0.10
C 0.43 2.88 1.38
Cl 0.27 4.11 2.75
C 1.98 2.61 1.22
F 2.68 3.63 1.86
F 2.44 2.68 -0.10
C 2.57 1.28 1.80
F 2.29 1.06 3.11
F 2.26 0.17 1.06
F 3.95 1.39 1.72
C -0.49 1.68 1.79
C -1.42 1.07 0.67
C -0.87 -0.31 0.09
C -2.76 0.63 1.44
N -1.87 2.02 -0.37
O -2.73 1.54 -1.20
H -0.88 4.77 -2.09
H -2.53 4.16 -1.49
H -1.71 3.38 -2.92
H -0.48 1.32 -2.58
H 0.88 1.34 -1.43
H 0.65 2.74 -2.64
H -0.89 4.36 0.52
H 0.69 4.38 -0.30
H 0.01 0.81 2.27
H -1.19 2.07 2.57
H -1.03 -1.06 0.92
H 0.20 -0.24 -0.23
H -1.46 -0.61 -0.81
H -2.53 0.43 2.53
H -3.15 -0.29 0.93
H -3.54 1.43 1.32
Cl -0.14 -3.53 -1.13
C -1.31 -4.77 -0.62
C -2.70 -4.20 -0.44
Cl -2.80 -3.10 0.96
H -0.94 -5.23 0.30
H -1.33 -5.54 -1.40
H -3.41 -5.01 -0.25
H -3.03 -3.65 -1.33
Cl -2.10 -0.81 -3.78
C -1.88 -2.27 -4.78
C -3.13 -3.11 -4.86
Cl -3.52 -3.86 -3.29
H -1.04 -2.84 -4.36
H -1.59 -1.94 -5.78
H -3.00 -3.92 -5.57
H -4.00 -2.51 -5.18
Cl -0.36 5.88 5.20
C -0.42 7.58 4.66
C -1.75 8.24 4.96
Cl -3.07 7.56 3.97
H -0.20 7.59 3.59
H 0.38 8.10 5.18
H -1.69 9.30 4.73
H -2.02 8.13 6.01
Cl 9.72 1.87 0.69
C 8.03 1.53 1.15
C 7.72 1.95 2.56
Cl 8.56 0.94 3.77
H 7.85 0.46 1.00
H 7.40 2.08 0.45
H 6.66 1.85 2.75
H 8.01 2.99 2.74
Cl 5.86 0.26 -2.27
C 5.85 1.96 -2.80
C 4.54 2.65 -2.50
Cl 3.20 2.01 -3.50
H 6.09 1.98 -3.86
H 6.66 2.47 -2.26
H 4.62 3.71 -2.72
H 4.26 2.53 -1.46
Cl 0.79 -7.89 3.33
C -0.36 -6.69 3.99
C -1.78 -6.97 3.57
Cl -2.04 -6.70 1.83
H -0.03 -5.70 3.66
H -0.28 -6.74 5.07
H -2.46 -6.30 4.10
H -2.08 -7.99 3.80
Cl -4.75 -0.76 -6.05
C -4.86 -0.25 -7.76
C -5.52 -1.30 -8.62
Cl -4.49 -2.75 -8.80
H -3.86 -0.01 -8.11
H -5.46 0.67 -7.77
H -5.69 -0.90 -9.62
H -6.48 -1.62 -8.21
Cl -1.02 10.15 2.71
C -1.14 10.58 0.98
C -1.81 9.49 0.18
Cl -0.82 8.02 0.06
H -0.13 10.78 0.62
H -1.71 11.50 0.92
H -1.98 9.84 -0.84
H -2.77 9.21 0.61
Cl -0.90 7.94 7.96
C -0.08 7.49 9.47
C 0.33 6.03 9.48
Cl -1.08 4.94 9.56
H -0.75 7.72 10.30
H 0.80 8.12 9.56
H 0.94 5.83 10.36
H 0.91 5.77 8.60
Cl 0.53 -5.92 -4.68
C 1.75 -6.06 -3.37
C 1.87 -7.47 -2.85
Cl 0.41 -7.98 -1.96
H 1.47 -5.36 -2.58
H 2.69 -5.74 -3.79
H 2.70 -7.53 -2.15
H 2.04 -8.20 -3.65
Cl 3.31 -9.17 -8.05
C 1.65 -9.57 -7.55
C 1.36 -9.13 -6.13
Cl 2.26 -10.09 -4.93
H 1.50 -10.64 -7.68
H 0.98 -9.05 -8.24
H 0.30 -9.27 -5.91
H 1.60 -8.08 -5.98
Cl -4.71 -5.30 3.49
C -6.00 -5.43 4.72
C -6.13 -6.84 5.26
Cl -6.76 -7.98 4.04
H -6.93 -5.09 4.27
H -5.74 -4.75 5.52
H -6.83 -6.85 6.09
H -5.17 -7.22 5.61
Cl -4.05 0.78 8.55
C -2.58 1.63 8.00
C -2.71 2.12 6.58
Cl -2.76 0.79 5.40
H -1.74 0.94 8.10
H -2.43 2.47 8.67
H -1.85 2.74 6.32
H -3.62 2.72 6.44
Cl 3.10 -5.38 0.93
C 4.56 -4.50 0.41
C 4.44 -3.97 -1.00
Cl 4.44 -5.29 -2.21
H 5.41 -5.17 0.52
H 4.69 -3.67 1.10
H 5.29 -3.33 -1.23
H 3.53 -3.39 -1.14
Cl 1.30 3.69 -8.98
C 2.49 3.53 -7.66
C 2.55 2.12 -7.12
Cl 1.07 1.67 -6.24
H 2.23 4.24 -6.88
H 3.46 3.81 -8.07
H 3.38 2.03 -6.41
H 2.71 1.39 -7.91
```

Results
HOMO energy (spin up / spin down)	-8.3 / -9.5	eV
F_max	2.77	eV/A
E_LUMO (spin up / spin down)	0.30 / 0.29	eV
frontier orbital gap (spin up / spin down)	8.572 / 9.753	eV
⟨S²⟩	0.754
E	-16503.0608	hartree
spin multiplicity	2